1.
{"formula": "C21H22FN3O3", "method": "wB97M-V/def2-TZVPD", "smiles": "CC[C@]1(c2ccc(F)cc2)NC(=O)N(CC(=O)NCc2ccc(C)cc2)C1=O", "largest_force_ev_per_a": 0.650, "lumo_ev": 0.55, "de_lowest_ev": 0.000, "symbols": ["C", "C", "H", "H", "C", "N", "C", "O", "N", "C", "O", "C", "H", "H", "C", "O", "N", "H", "C", "C", "C", "C", "C", "C", "C", "H", "H", "C", "H", "H", "H", "H", "H", "H", "H", "H", "C", "C", "C", "C", "C", "C", "H", "H", "F", "H", "H", "H", "H", "H"], "xyz": [[-0.383, 1.026, -4.433], [-0.246, -0.282, -3.665], [-1.231, -0.721, -3.501], [0.348, -0.992, -4.246], [0.427, -0.099, -2.287], [1.828, 0.219, -2.411], [2.648, -0.753, -1.951], [3.844, -0.802, -1.995], [1.807, -1.744, -1.400], [0.497, -1.455, -1.583], [-0.440, -2.155, -1.265], [2.333, -2.945, -0.787], [3.400, -2.982, -1.021], [1.818, -3.816, -1.201], [2.163, -2.919, 0.744], [3.109, -2.891, 1.499], [0.876, -2.954, 1.130], [0.147, -2.911, 0.428], [0.478, -2.722, 2.501], [-0.068, -1.330, 2.694], [-1.265, -1.114, 3.363], [-1.729, 0.170, 3.577], [-1.014, 1.272, 3.125], [0.166, 1.051, 2.428], [0.634, -0.232, 2.215], [1.568, -0.382, 1.693], [0.736, 1.893, 2.060], [-1.501, 2.658, 3.418], [-1.456, 2.848, 4.490], [-2.536, 2.780, 3.105], [-0.893, 3.403, 2.912], [-2.655, 0.322, 4.113], [-1.830, -1.958, 3.733], [-0.268, -3.468, 2.790], [1.375, -2.858, 3.115], [2.174, 0.982, -2.966], [-0.347, 0.896, -1.440], [0.183, 2.141, -1.127], [-0.570, 3.069, -0.430], [-1.851, 2.731, -0.039], [-2.385, 1.483, -0.298], [-1.627, 0.569, -1.006], [-2.030, -0.409, -1.212], [-3.379, 1.241, 0.041], [-2.601, 3.646, 0.607], [-0.176, 4.046, -0.198], [1.185, 2.400, -1.429], [-0.965, 1.747, -3.864], [0.591, 1.459, -4.650], [-0.888, 0.843, -5.378]], "forces_ev_per_a": [[0.0, -0.2, 0.1], [0.0, 0.1, 0.1], [0.0, -0.1, 0.0], [0.0, -0.1, 0.0], [-0.4, -0.1, -0.2], [-0.2, 0.4, -0.1], [0.0, 0.0, 0.0], [0.4, -0.1, 0.0], [0.2, -0.1, 0.1], [0.0, 0.1, -0.2], [-0.2, -0.1, -0.1], [0.2, -0.2, 0.2], [-0.2, 0.0, 0.1], [0.0, 0.1, 0.0], [-0.1, -0.2, -0.6], [0.4, 0.1, 0.2], [-0.5, -0.1, 0.2], [0.2, 0.0, -0.1], [0.2, 0.0, 0.1], [-0.1, -0.1, 0.0], [0.1, -0.1, 0.0], [0.0, 0.1, 0.0], [0.0, -0.1, 0.0], [0.0, 0.0, 0.0], [0.0, -0.1, 0.0], [0.1, 0.0, -0.1], [0.0, 0.1, 0.0], [0.0, 0.0, 0.1], [0.0, 0.1, 0.1], [-0.1, 0.1, 0.0], [0.0, 0.1, 0.0], [-0.1, 0.0, 0.1], [-0.1, -0.1, 0.0], [0.1, 0.1, 0.1], [-0.2, -0.1, -0.1], [0.1, -0.1, 0.0], [0.1, 0.0, 0.1], [-0.1, -0.2, -0.1], [-0.2, 0.1, 0.1], [0.1, -0.1, -0.1], [0.0, 0.2, 0.1], [0.0, 0.1, 0.0], [-0.1, -0.1, 0.0], [-0.1, 0.0, 0.1], [0.0, 0.0, 0.0], [0.0, 0.1, 0.0], [0.1, 0.0, 0.0], [0.0, 0.1, 0.0], [0.1, 0.1, -0.1], [0.0, 0.1, -0.1]]}

2.
{"formula": "C57H127N7O3", "method": "wB97M-V/def2-TZVPD", "largest_force_ev_per_a": 4.206, "total_charge": 6, "lumo_ev": -10.63, "de_lowest_ev": 4.021, "symbols": ["O", "C", "O", "O", "H", "C", "C", "C", "N", "C", "C", "C", "C", "C", "H", "H", "H", "H", "H", "H", "H", "H", "H", "H", "H", "H", "H", "H", "H", "H", "H", "H", "C", "C", "C", "N", "C", "C", "C", "C", "C", "H", "H", "H", "H", "H", "H", "H", "H", "H", "H", "H", "H", "H", "H", "H", "H", "H", "H", "C", "C", "C", "N", "C", "C", "C", "C", "C", "H", "H", "H", "H", "H", "H", "H", "H", "H", "H", "H", "H", "H", "H", "H", "H", "H", "H", "C", "C", "C", "N", "C", "C", "C", "C", "C", "H", "H", "H", "H", "H", "H", "H", "H", "H", "H", "H", "H", "H", "H", "H", "H", "H", "H", "C", "C", "C", "N", "C", "C", "C", "C", "C", "H", "H", "H", "H", "H", "H", "H", "H", "H", "H", "H", "H", "H", "H", "H", "H", "H", "H", "C", "C", "C", "N", "C", "C", "C", "C", "C", "H", "H", "H", "H", "H", "H", "H", "H", "H", "H", "H", "H", "H", "H", "H", "H", "H", "H", "C", "C", "C", "N", "C", "C", "C", "C", "C", "H", "H", "H", "H", "H", "H", "H", "H", "H", "H", "H", "H", "H", "H", "H", "H", "H", "H"], "xyz": [[1.520, 0.254, -0.003], [0.401, 0.242, -0.809], [0.694, 0.856, -1.901], [-0.584, -0.479, -0.597], [1.682, 0.742, -0.881], [-4.682, -0.529, -1.181], [-5.817, -0.831, -0.164], [-7.216, -0.676, -0.779], [-8.317, -1.248, 0.186], [-8.265, -0.614, 1.586], [-8.197, -2.799, 0.299], [-9.386, -3.384, -0.456], [-10.465, -2.312, -0.240], [-9.701, -1.004, -0.458], [-4.811, -1.069, -2.119], [-3.764, -0.986, -0.809], [-4.615, 0.548, -1.322], [-5.720, -0.168, 0.692], [-5.674, -1.860, 0.171], [-7.347, -1.309, -1.654], [-7.490, 0.368, -0.914], [-7.291, -0.891, 1.981], [-9.092, -1.106, 2.091], [-8.350, 0.470, 1.600], [-8.254, -3.137, 1.330], [-7.406, -3.153, -0.360], [-9.761, -4.326, -0.057], [-9.199, -3.549, -1.517], [-10.903, -2.339, 0.757], [-11.233, -2.427, -1.004], [-10.188, -0.190, 0.077], [-9.639, -0.702, -1.502], [-2.965, 4.242, 0.758], [-2.250, 2.962, 1.273], [-2.663, 2.539, 2.679], [-2.606, 1.006, 2.837], [-3.538, 0.255, 1.901], [-1.179, 0.479, 2.832], [-1.184, -0.870, 3.564], [-2.310, -0.759, 4.559], [-2.910, 0.611, 4.264], [-4.043, 4.164, 0.904], [-2.793, 4.285, -0.316], [-2.622, 5.127, 1.288], [-1.169, 3.081, 1.177], [-2.468, 2.131, 0.597], [-3.720, 2.614, 2.935], [-2.041, 2.988, 3.451], [-4.332, 0.992, 1.793], [-3.962, -0.632, 2.368], [-3.069, -0.022, 0.959], [-0.862, 0.423, 1.790], [-0.652, 1.280, 3.349], [-1.391, -1.686, 2.873], [-0.209, -1.007, 4.027], [-3.083, -1.489, 4.317], [-1.970, -0.826, 5.589], [-3.938, 0.664, 4.635], [-2.542, 1.320, 5.012], [1.173, 8.322, 0.665], [2.118, 7.662, -0.337], [3.102, 6.706, 0.381], [4.016, 5.814, -0.536], [5.082, 6.803, -1.062], [3.314, 5.155, -1.762], [3.559, 3.617, -1.635], [3.665, 3.456, -0.120], [4.569, 4.635, 0.320], [0.374, 8.887, 0.187], [1.685, 9.006, 1.342], [0.688, 7.598, 1.323], [2.700, 8.431, -0.849], [1.596, 7.175, -1.161], [2.576, 5.945, 0.961], [3.825, 7.169, 1.048], [4.504, 7.409, -1.754], [5.873, 6.211, -1.523], [5.579, 7.436, -0.329], [3.967, 5.373, -2.602], [2.293, 5.430, -1.521], [4.480, 3.261, -2.102], [2.849, 2.909, -2.068], [3.988, 2.446, 0.130], [2.686, 3.597, 0.343], [5.568, 4.678, -0.115], [4.652, 4.882, 1.375], [-5.954, -7.875, 0.522], [-4.666, -7.343, 1.058], [-3.904, -6.544, 0.004], [-2.464, -6.132, 0.405], [-1.480, -7.309, 0.198], [-2.499, -5.533, 1.800], [-1.413, -4.502, 1.803], [-1.599, -3.791, 0.457], [-1.916, -5.017, -0.447], [-6.620, -7.165, 0.015], [-6.678, -8.225, 1.260], [-5.889, -8.632, -0.263], [-4.022, -8.057, 1.573], [-5.108, -6.738, 1.858], [-4.407, -5.607, -0.230], [-3.873, -7.192, -0.873], [-0.520, -6.940, 0.542], [-1.600, -7.455, -0.872], [-1.880, -8.151, 0.759], [-2.455, -6.339, 2.530], [-3.489, -5.080, 1.882], [-0.494, -5.075, 1.952], [-1.539, -3.932, 2.725], [-0.860, -3.075, 0.102], [-2.494, -3.183, 0.625], [-0.901, -5.318, -0.696], [-2.563, -4.756, -1.280], [6.015, -7.001, -1.728], [6.015, -5.555, -1.286], [5.788, -4.595, -2.463], [5.720, -3.168, -1.992], [7.108, -2.726, -1.528], [5.401, -2.285, -3.220], [4.818, -1.020, -2.755], [4.125, -1.320, -1.455], [4.586, -2.742, -1.034], [6.637, -7.557, -1.032], [6.175, -7.205, -2.788], [4.976, -7.345, -1.744], [6.939, -5.358, -0.738], [5.255, -5.367, -0.522], [4.975, -4.926, -3.112], [6.620, -4.694, -3.163], [7.012, -1.651, -1.392], [7.862, -3.021, -2.251], [7.253, -3.240, -0.582], [6.281, -2.247, -3.862], [4.689, -2.800, -3.869], [5.571, -0.317, -2.393], [4.170, -0.593, -3.518], [4.254, -0.541, -0.706], [3.049, -1.501, -1.437], [4.817, -2.960, 0.006], [3.767, -3.389, -1.346], [5.289, 3.948, 6.642], [4.812, 3.019, 5.514], [5.989, 2.080, 5.093], [5.655, 0.994, 4.064], [6.884, 0.189, 3.705], [4.929, 1.560, 2.800], [3.998, 0.358, 2.390], [3.835, -0.613, 3.504], [4.586, 0.057, 4.641], [5.865, 4.815, 6.314], [5.906, 3.411, 7.365], [4.484, 4.373, 7.241], [4.359, 3.532, 4.672], [4.199, 2.359, 6.132], [6.429, 1.672, 6.000], [6.689, 2.765, 4.611], [7.458, -0.012, 4.609], [7.523, 0.866, 3.139], [6.607, -0.734, 3.204], [5.628, 1.860, 2.024], [4.252, 2.342, 3.127], [4.554, -0.128, 1.589], [3.071, 0.867, 2.133], [4.194, -1.602, 3.223], [2.801, -0.716, 3.827], [4.976, -0.650, 5.373], [3.895, 0.684, 5.201], [-3.266, 0.140, -4.291], [-2.503, 1.447, -3.890], [-1.213, 1.507, -4.684], [-0.464, 2.862, -4.756], [-0.356, 3.629, -3.444], [0.994, 2.618, -5.214], [1.063, 2.960, -6.686], [0.050, 4.114, -6.878], [-1.028, 3.727, -5.910], [-2.925, -0.374, -5.192], [-4.343, 0.247, -4.407], [-3.063, -0.645, -3.561], [-2.185, 1.466, -2.847], [-3.052, 2.361, -4.122], [-1.251, 1.027, -5.663], [-0.429, 0.880, -4.250], [0.216, 2.957, -2.803], [-1.368, 3.851, -3.117], [0.284, 4.494, -3.608], [1.685, 3.297, -4.717], [1.234, 1.582, -4.986], [2.066, 3.342, -6.867], [0.793, 2.132, -7.338], [0.419, 5.124, -6.722], [-0.434, 3.970, -7.842], [-1.494, 4.611, -5.472], [-1.826, 3.195, -6.426]], "forces_ev_per_a": [[-0.9, 0.5, 0.0], [-2.6, -3.1, -1.0], [-0.6, 0.7, 0.0], [0.1, 0.9, 0.8], [3.9, 1.3, 0.4], [-0.6, -0.7, 0.6], [0.1, -0.1, -0.9], [-0.5, -1.0, 1.8], [0.3, 0.4, -0.5], [0.2, -1.1, -1.1], [-0.6, -0.2, -1.5], [-1.5, 0.6, 0.6], [0.4, 0.2, -1.1], [-0.7, -0.1, 0.9], [-0.5, 0.4, -0.1], [0.3, 0.6, 0.2], [0.4, -0.1, -0.3], [-0.1, -0.1, 0.0], [-0.2, 0.0, 0.2], [0.1, 0.4, -0.3], [0.0, -0.1, -0.4], [-0.2, -0.1, 0.4], [0.2, 0.3, 0.5], [-0.3, -0.1, -0.5], [0.7, 0.3, 0.0], [1.0, 0.3, 1.1], [0.4, -0.1, 0.1], [0.1, 0.2, 0.0], [0.0, -0.2, 0.0], [-0.3, 0.2, 0.3], [0.2, 0.1, 0.0], [0.5, -0.3, 0.0], [0.2, -1.0, 0.4], [-0.6, 0.1, -0.3], [-0.5, -1.4, -0.3], [1.1, -1.4, 1.7], [0.1, 1.1, 0.6], [-0.1, 0.2, -1.2], [0.5, 0.5, -0.7], [-0.7, 0.3, -0.5], [-1.1, 0.6, 2.4], [0.0, 0.0, 0.0], [0.1, 0.5, 0.1], [0.0, 0.1, -0.2], [0.1, 0.1, 0.4], [-0.2, 0.1, -0.1], [0.0, 1.2, -0.3], [-0.1, -0.2, 0.2], [-0.2, -0.4, -0.5], [0.3, 0.1, 0.3], [0.2, 0.3, 0.1], [0.2, -0.1, 0.0], [0.4, -0.3, 0.1], [0.4, 0.1, -0.1], [0.0, -0.2, -0.1], [0.2, -0.3, 0.5], [-0.3, -0.1, 0.0], [-0.5, -0.2, -1.3], [0.9, 0.4, -0.8], [-0.2, -0.1, 0.4], [1.1, 0.2, 0.1], [-0.5, -1.3, -0.8], [0.3, 1.2, 1.0], [-0.4, -1.1, -0.1], [1.6, -1.6, 1.4], [0.0, 0.0, 1.1], [0.4, 0.2, 0.2], [0.2, 0.7, -1.9], [0.2, 0.0, -0.2], [0.2, 0.1, -0.2], [0.0, -0.2, -0.1], [0.0, 0.2, 0.1], [-0.3, -0.2, 0.3], [-0.4, 0.2, 0.1], [-0.2, 0.4, 0.0], [0.5, 0.1, -0.2], [-0.2, 0.1, -0.5], [-0.5, -0.2, 0.5], [-1.3, 1.3, -0.5], [-0.2, 0.0, -1.5], [0.3, 0.7, 0.0], [-0.7, 0.6, 0.1], [0.3, 0.2, 0.3], [-0.1, -0.1, 0.0], [0.3, -1.2, 0.4], [-0.4, 0.1, 0.0], [-1.8, -1.1, -1.7], [-0.4, 1.1, 1.1], [0.3, -0.2, 0.3], [-0.5, -0.2, -0.1], [-2.0, 1.0, 0.5], [-0.7, -0.7, -0.5], [0.6, -0.5, 0.9], [-1.6, -0.5, 1.1], [1.1, 1.5, 0.3], [0.7, 0.8, 0.0], [0.7, -0.4, 0.4], [0.4, -0.3, 0.3], [-0.2, -0.4, -0.3], [1.0, 0.6, 0.2], [-0.1, -0.1, -0.1], [0.4, 0.3, -0.3], [0.2, -0.5, -0.2], [0.7, -0.4, 0.0], [0.4, -0.1, 0.0], [0.2, 0.1, 0.1], [0.1, 0.1, 0.1], [0.4, 0.5, -0.4], [0.1, 0.4, -0.3], [0.3, -0.5, -0.1], [-0.2, 0.1, -0.3], [-0.4, -0.3, -1.0], [0.2, -0.4, -0.2], [-1.5, -0.3, -0.3], [0.0, 0.7, -0.1], [0.8, -1.1, 0.8], [0.1, 1.6, -1.8], [-1.5, -0.4, 0.7], [0.4, -1.8, -1.1], [0.1, 1.4, 0.9], [-1.2, -1.3, 1.6], [0.3, -0.8, -1.0], [-0.1, -0.5, -0.5], [1.2, 0.4, 0.1], [0.0, -0.3, 0.8], [0.2, 0.2, -0.4], [-0.3, -0.2, -0.1], [-0.7, 0.6, 0.6], [0.3, 0.4, 0.2], [0.5, 0.0, 0.1], [-0.1, 0.1, -0.1], [0.4, 0.2, 0.0], [0.2, 0.3, 0.4], [-0.2, -0.3, 0.5], [0.3, 0.2, -1.0], [0.2, 0.2, 0.1], [0.4, -0.1, 0.0], [-0.1, 0.7, -0.7], [0.3, 0.2, -0.1], [0.1, -0.3, 0.3], [0.6, 0.8, 0.0], [1.0, -1.5, 1.7], [-0.4, 1.8, -0.8], [-1.0, -0.3, 0.4], [0.1, 1.2, 0.4], [-0.5, -2.0, 1.5], [1.1, 1.8, -1.4], [0.2, 0.1, 1.0], [0.0, -0.1, 0.8], [0.1, -0.2, -0.2], [0.1, -0.1, -0.1], [-0.3, -0.2, -0.3], [-0.3, 0.0, 0.2], [-1.1, 0.2, -0.8], [0.1, -0.5, -0.3], [0.5, -0.5, -0.1], [-0.3, -0.3, 0.1], [0.0, -0.3, -0.4], [0.0, 0.2, -0.2], [0.1, 0.1, 0.3], [0.6, 0.3, 0.1], [-0.8, 0.0, -0.6], [-0.1, -0.7, -0.8], [0.1, 0.0, 0.2], [0.0, -0.1, -0.1], [0.6, 0.2, -0.1], [0.1, 0.1, -0.2], [0.4, -0.3, 0.6], [0.4, -0.1, -1.0], [2.1, -0.5, 0.5], [0.6, 0.6, -1.3], [0.0, -1.3, -0.9], [-0.4, -0.5, -0.4], [0.2, 0.9, -0.1], [-0.1, -1.4, -0.1], [-1.3, 0.8, 1.1], [0.2, 0.7, -0.4], [0.0, 0.3, 0.2], [-0.2, 0.2, 0.3], [-0.5, -0.1, 0.1], [-0.4, -0.2, 0.1], [-0.4, 1.0, -0.5], [-0.4, -0.1, 0.8], [-0.5, -0.1, 0.5], [0.2, 0.2, 0.3], [-0.5, 0.3, -0.2], [-0.4, -0.1, 0.5], [0.2, 0.1, 0.1], [0.1, -0.5, -0.5], [0.3, 0.0, 0.0], [0.2, -0.1, -0.1], [0.5, 0.7, -0.3], [-0.1, -0.1, 0.2], [0.1, -0.4, 0.3]]}

3.
{"formula": "C7H8NO3S", "method": "wB97M-V/def2-TZVPD", "largest_force_ev_per_a": 4.192, "total_charge": -1, "lumo_ev": 3.02, "de_lowest_ev": 1.827, "symbols": ["C", "C", "C", "C", "C", "C", "C", "N", "O", "O", "O", "S", "H", "H", "H", "H", "H", "H", "H", "H"], "xyz": [[-1.103, -0.652, -1.569], [-2.486, -0.486, -1.490], [-0.333, -0.004, -0.534], [-3.078, 0.348, -0.465], [-1.014, 0.721, 0.492], [-0.251, 1.296, 1.615], [3.548, -0.095, 0.280], [-2.345, 0.861, 0.512], [6.225, 0.729, 0.704], [5.796, -1.488, -0.590], [3.347, -0.617, -0.777], [5.655, -0.636, 0.820], [-0.566, -1.419, -2.129], [-3.090, -0.744, -2.335], [0.692, 0.028, -0.537], [-4.176, 0.481, -0.407], [-1.090, 1.655, 2.327], [0.525, 1.950, 1.129], [0.375, 0.672, 2.163], [4.921, -1.335, -1.141]], "forces_ev_per_a": [[0.9, 0.6, 3.1], [-0.4, 1.8, 0.4], [-4.2, 0.2, -0.5], [1.1, -1.5, -1.2], [0.4, -1.9, -1.7], [-1.4, 2.1, -0.1], [-0.4, -0.4, -0.7], [-0.3, 0.2, 0.2], [0.4, 0.8, -0.3], [-1.2, 0.3, -1.0], [0.1, 0.5, 0.8], [-0.6, -1.0, 0.0], [-0.4, 0.6, -0.6], [-0.5, -0.7, -0.1], [2.4, -0.4, 0.0], [0.8, 0.0, -0.2], [1.9, 0.4, -1.1], [-1.1, 0.5, 1.0], [0.8, -1.9, 0.8], [1.5, -0.1, 1.2]]}

4.
{"formula": "H3O6", "method": "wB97M-V/def2-TZVPD", "largest_force_ev_per_a": 3.532, "total_charge": 1, "lumo_ev": [-8.14, -7.76], "de_lowest_ev": 1.279, "symbols": ["O", "O", "O", "O", "O", "O", "H", "H", "H"], "xyz": [[-0.964, -0.382, -1.781], [-0.445, 0.231, 2.019], [0.817, -1.010, 0.161], [-0.552, 0.703, -1.282], [0.326, 1.074, 1.176], [0.710, 0.480, -0.010], [-0.473, -0.560, -2.770], [-1.204, 0.715, 2.415], [1.787, -1.250, 0.072]], "forces_ev_per_a": [[1.4, -0.4, -2.8], [0.7, -1.1, -0.6], [0.0, 1.6, -0.3], [-0.6, -0.1, -0.3], [-0.4, 0.7, 1.2], [0.6, -3.2, 0.5], [-1.2, 0.6, 3.2], [0.3, 0.8, -1.0], [-0.7, 1.1, 0.0]]}